# 1
Computed, not measured: a molecular structure, C31H34F16I2N3O7S, with ωB97M-V with the def2-TZVPD basis set.

Output
* orbital gap: 0.2294 Ha
* net charge: +1
* strongest force on any atom: 9.99 eV Å⁻¹
* DFT total energy: -121988.8532 eV
* LUMO: -5.117 eV

The geometry in XYZ format:
```
94
Properties=species:S:1:pos:R:3:forces:R:3
C 1.497 -7.587 -1.183 -0.974 0.420 0.218
C 1.418 -7.291 -2.793 1.663 -6.306 -4.193
O 1.685 -8.346 -3.611 -2.052 7.493 5.130
O 1.043 -6.023 -3.439 1.704 -1.266 2.905
C 1.368 -4.853 -2.604 -1.409 0.963 0.524
C 0.039 -4.520 -1.682 -3.493 0.972 1.853
C -1.435 -4.350 -2.381 2.198 -0.187 3.102
N -2.729 -4.082 -1.583 4.025 -0.695 2.470
C -3.992 -3.956 -2.407 -0.097 -0.060 -1.904
C -3.996 -2.502 -3.206 -0.368 -1.116 -1.251
S -4.043 -1.022 -2.054 1.807 0.774 -0.842
C -2.424 -0.068 -2.067 3.849 1.359 3.211
N -1.748 0.226 -0.715 -0.953 -0.323 -5.754
N -0.589 0.963 -0.924 -2.388 -0.609 -7.293
C -0.494 1.162 -2.432 -1.521 -1.441 4.433
O -1.633 0.518 -3.164 1.287 0.411 5.244
C -2.673 -3.963 -0.073 2.023 0.344 -0.240
C -4.028 -3.724 0.853 0.858 -0.476 0.394
C -4.169 -5.109 1.776 -0.145 -0.938 -0.792
C -5.602 -5.880 1.577 -0.613 -0.777 1.700
C -6.757 -5.319 2.637 -0.282 -0.124 0.292
C -5.340 -7.466 2.038 0.814 0.894 0.052
C -1.245 -4.064 0.791 0.606 -0.632 -4.732
C 0.137 -4.346 -0.046 -3.773 0.606 -0.460
C 1.555 -4.446 0.823 2.584 -5.036 2.420
O 2.020 -5.617 1.339 -3.567 8.507 -3.830
O 2.262 -3.148 1.042 0.056 -3.055 -2.363
C 3.474 -3.133 0.198 0.535 1.740 -3.929
I 5.327 -4.181 0.854 -2.030 0.709 0.055
C 3.526 -2.429 -1.120 -1.386 -1.502 3.514
C 2.287 -1.562 -1.762 0.708 0.266 -0.373
I 5.418 -2.569 -2.292 -2.062 0.445 0.817
H 1.379 -8.749 -0.964 0.426 2.584 -1.049
H 2.505 -7.218 -0.675 -2.297 -0.581 -1.245
H 0.537 -7.080 -0.686 2.339 -0.882 -0.895
H 1.514 -3.916 -3.314 -0.152 -2.255 1.404
H 2.291 -4.991 -1.897 -1.753 0.220 -1.448
H -1.481 -4.477 -3.566 -0.246 0.303 3.000
H -4.986 -4.185 -1.832 2.256 0.670 -0.782
H -3.910 -4.780 -3.268 -0.202 1.713 1.985
H -5.020 -2.488 -3.816 2.233 0.130 1.354
H -3.125 -2.453 -4.018 -1.843 -0.061 2.013
H 0.425 1.758 -2.869 -2.438 -1.544 0.259
H -3.855 -2.833 1.607 -0.052 -1.616 -1.913
H -4.991 -3.486 0.233 2.024 -0.595 1.114
H -3.990 -4.920 2.917 -0.394 -0.098 -2.223
H -3.324 -5.875 1.425 -1.792 1.693 0.771
H -6.063 -5.793 0.504 1.211 -0.185 1.856
H -7.814 -5.840 2.446 2.398 1.191 0.189
H -6.895 -4.155 2.572 0.235 -2.227 0.032
H -6.495 -5.583 3.770 -0.274 0.574 -2.544
H -4.962 -7.383 3.168 -1.081 -0.435 -2.384
H -4.424 -7.927 1.442 -2.106 0.841 1.047
H -6.304 -8.128 1.932 2.025 1.362 0.316
H -1.274 -3.950 1.970 0.026 -0.265 -2.870
H 2.144 -1.874 -2.885 0.403 0.574 2.151
H 2.589 -0.407 -1.778 -0.649 -2.602 0.179
H 1.258 -1.694 -1.217 2.186 0.180 -0.736
C 0.836 5.266 -3.207 -0.460 -0.097 -0.984
C 2.111 4.790 -2.493 0.438 0.987 -0.718
C 1.968 4.583 -0.991 0.406 -0.321 1.062
F 1.637 5.722 -0.342 0.287 -0.539 -0.098
F 3.144 4.166 -0.450 -0.061 -0.046 -0.395
F 3.130 5.643 -2.783 -0.365 -0.358 0.341
F 2.463 3.591 -3.057 -0.351 -0.223 0.387
O 0.739 6.672 -3.450 -0.010 0.320 1.828
C 0.236 7.447 -2.362 -1.026 -1.358 -1.227
C 1.266 8.441 -1.813 0.722 0.705 0.401
F 2.389 7.812 -1.379 -0.374 0.165 -0.362
F 0.770 9.124 -0.747 -0.259 -0.387 -0.413
F -0.256 6.616 -1.412 -0.081 0.871 -0.182
F -0.837 8.124 -2.856 0.800 0.065 0.345
H 0.857 4.821 -4.209 0.259 0.200 0.151
H -0.076 4.864 -2.750 0.299 0.149 0.203
H 1.215 3.822 -0.764 -0.082 0.004 -0.146
H 1.562 9.165 -2.579 -0.203 -0.166 -0.088
C 3.252 8.042 3.031 -0.492 0.735 -0.659
C 4.623 8.029 3.726 -0.541 0.784 0.579
C 5.345 6.687 3.697 0.990 -0.579 0.164
F 4.651 5.713 4.325 0.438 0.240 -0.131
F 6.543 6.774 4.336 -0.205 0.306 -0.134
F 4.484 8.490 4.998 0.148 -0.362 -0.323
F 5.409 8.950 3.084 -0.046 -0.597 -0.140
O 2.114 7.889 3.883 0.395 -1.861 0.618
C 1.767 6.542 4.203 0.060 1.242 -1.863
C 1.905 6.232 5.698 0.276 -0.117 1.031
F 3.172 6.440 6.139 -0.618 0.116 -0.233
F 1.616 4.928 5.957 -0.118 0.248 -0.481
F 2.482 5.699 3.420 -0.782 -0.135 0.519
F 0.469 6.394 3.822 0.407 -0.061 0.635
H 3.133 9.044 2.602 0.090 -0.113 0.327
H 3.213 7.369 2.167 0.149 -0.045 0.340
H 5.544 6.366 2.670 -0.133 0.146 -0.044
H 1.234 6.858 6.294 -0.042 0.035 -0.270
```
Positions in Å, forces in eV/Å.


# 2
Computed, not measured: a molecular structure, C30H35BN5O2RhS3, with ωB97M-V with the def2-TZVPD basis set.

Output
* orbital gap (alpha / beta): 0.2555 / 0.1812 Ha
* net charge: +2
* strongest force on any atom: 0.65 eV Å⁻¹
* DFT total energy: -79401.2374 eV
* spin multiplicity: 5
* LUMO (alpha / beta): -4.630 / -8.201 eV

The geometry in XYZ format:
```
77
Properties=species:S:1:pos:R:3:forces:R:3
Rh -1.174 1.231 0.027 0.210 0.163 0.013
N 0.313 4.332 -3.259 0.166 0.070 -0.044
C -0.480 3.546 -2.540 0.044 -0.171 -0.036
N -0.092 2.743 -1.592 0.201 -0.083 0.168
C 1.265 2.822 -1.218 -0.137 0.038 -0.095
N 1.692 2.389 -0.087 -0.015 -0.012 0.163
N 0.760 1.788 0.714 -0.149 -0.153 -0.063
C 0.963 1.902 2.006 0.068 0.083 -0.083
C 0.186 1.181 2.923 -0.163 -0.037 0.077
C 0.157 1.502 4.294 0.034 0.044 -0.092
C -0.710 0.885 5.142 -0.104 -0.061 0.090
C -1.580 -0.130 4.633 0.063 0.111 0.143
C -1.513 -0.477 3.337 0.052 -0.036 -0.198
N -0.648 0.154 2.439 0.313 -0.382 0.143
C 2.217 3.487 -2.108 -0.082 -0.008 0.045
C 3.600 3.412 -1.938 0.078 -0.040 0.014
C 4.436 4.126 -2.770 0.022 -0.017 0.020
C 3.906 4.933 -3.778 0.008 0.016 -0.018
C 2.540 5.017 -3.961 -0.011 0.038 -0.079
C 1.709 4.286 -3.122 -0.084 0.056 -0.057
H -0.091 4.940 -3.954 -0.031 -0.011 -0.020
H -1.528 3.605 -2.798 -0.084 0.007 0.044
H 1.732 2.582 2.358 -0.015 -0.038 0.037
H 0.829 2.277 4.639 -0.035 -0.013 0.011
H -0.744 1.154 6.189 0.014 -0.023 -0.032
H -2.266 -0.653 5.284 0.021 0.026 -0.007
H -2.098 -1.287 2.927 0.070 0.058 -0.006
H 3.996 2.792 -1.146 -0.017 0.023 -0.004
H 5.509 4.067 -2.637 -0.038 0.003 -0.010
H 4.567 5.496 -4.423 -0.026 -0.020 0.019
H 2.121 5.639 -4.744 0.018 -0.020 0.033
C -5.118 2.540 1.610 -0.031 -0.085 -0.178
C -4.696 3.313 0.366 0.081 -0.104 0.146
S -3.092 2.884 -0.405 -0.125 0.012 -0.259
C -3.596 2.069 -1.950 -0.014 0.077 0.143
C -4.072 0.647 -1.778 0.018 -0.070 -0.056
S -2.810 -0.376 -0.940 -0.010 0.039 0.145
C -3.838 -1.067 0.405 0.066 0.084 0.028
C -4.153 -0.118 1.561 -0.171 -0.024 -0.163
S -5.684 0.841 1.327 0.051 0.088 0.013
H -5.983 3.052 2.031 0.010 0.029 0.051
H -4.344 2.538 2.376 0.029 0.033 0.028
H -4.598 4.372 0.608 -0.042 -0.005 0.019
H -5.446 3.212 -0.417 -0.004 0.033 -0.007
H -2.701 2.064 -2.567 0.032 0.050 -0.095
H -4.351 2.684 -2.441 0.006 -0.023 -0.003
H -4.268 0.196 -2.751 0.019 0.001 0.011
H -4.977 0.607 -1.179 -0.033 -0.006 -0.001
H -3.292 -1.937 0.764 -0.020 0.048 -0.050
H -4.745 -1.427 -0.081 -0.025 -0.047 0.043
H -3.342 0.591 1.700 0.089 0.027 0.085
H -4.263 -0.689 2.483 -0.036 -0.034 -0.045
C 4.345 -4.387 -1.380 -0.022 0.015 -0.018
C 3.414 -5.035 -0.340 -0.028 -0.052 -0.015
C 4.151 -5.151 1.012 -0.012 0.005 -0.021
C 3.041 -6.441 -0.820 -0.007 0.026 0.006
C 2.201 -4.150 -0.117 -0.120 -0.017 -0.003
C 0.857 -4.677 -0.255 0.198 -0.023 -0.043
C -0.277 -3.962 0.030 0.003 0.037 -0.069
C -0.071 -2.661 0.468 0.343 -0.172 -0.090
O -0.960 -1.777 0.860 -0.039 0.116 0.205
B -0.234 -0.559 1.199 -0.430 0.487 0.027
O 1.169 -0.859 1.002 -0.086 0.180 -0.077
C 1.252 -2.099 0.562 -0.183 -0.215 0.028
C 2.382 -2.827 0.272 -0.002 -0.097 -0.092
H 5.250 -4.989 -1.469 -0.024 0.011 -0.011
H 4.646 -3.377 -1.099 0.008 -0.047 0.003
H 3.868 -4.344 -2.362 0.014 0.005 0.034
H 4.990 -5.840 0.898 -0.010 0.031 0.011
H 3.493 -5.544 1.790 0.029 0.002 -0.028
H 4.545 -4.189 1.343 -0.017 -0.037 -0.010
H 3.955 -7.014 -0.973 -0.012 0.007 0.003
H 2.506 -6.422 -1.773 0.026 -0.001 0.039
H 2.440 -6.980 -0.084 0.033 0.012 -0.030
H 0.739 -5.692 -0.606 0.066 0.014 0.039
H -1.267 -4.382 -0.086 0.017 0.018 0.051
H 3.360 -2.377 0.370 -0.030 -0.043 0.029
```
Positions in Å, forces in eV/Å.


# 3
Computed, not measured: a molecular structure, C4H35F3NO21S2, with ωB97M-V with the def2-TZVPD basis set.

Output
* ΔE to the lowest compared entry with this formula, charge and spin: 0.000 eV
* orbital gap: 0.3135 Ha
* net charge: -1
* strongest force on any atom: 1.75 eV Å⁻¹
* DFT total energy: -79026.4449 eV
* LUMO: 1.714 eV

The geometry in XYZ format:
```
66
Properties=species:S:1:pos:R:3:forces:R:3
C 2.163 -1.141 2.048 0.670 0.267 -0.077
C 1.828 -0.949 0.914 -0.509 0.066 0.128
S 1.377 -0.669 -0.723 0.055 -0.031 -0.778
O 1.076 -1.960 -1.285 -0.044 0.044 0.007
O 2.511 0.015 -1.289 0.129 -0.058 0.046
N 0.042 0.217 -0.777 0.383 -0.567 1.024
S -0.128 1.435 0.204 -0.627 1.178 -1.128
O -1.203 2.270 -0.298 -0.032 -0.270 -0.010
O 1.076 2.161 0.536 0.245 -0.413 0.426
C -0.811 0.827 1.789 0.584 0.128 0.697
O -1.019 -0.579 1.931 -0.499 0.015 -0.664
C -1.965 -1.138 1.155 0.303 -0.215 0.331
F -2.882 -1.784 1.965 0.042 0.184 -0.006
F -1.474 -2.091 0.378 -0.092 0.299 0.051
F -2.661 -0.246 0.450 -0.093 -0.295 -0.116
H 2.715 -1.173 2.963 -0.307 -0.128 0.114
H -1.713 1.398 1.988 -0.173 -0.074 -0.237
H -0.081 1.085 2.550 0.109 -0.179 -0.011
O 1.771 4.924 -0.011 0.017 0.037 -0.169
H 1.869 5.058 -0.959 0.106 0.019 0.004
H 1.670 3.962 0.076 -0.150 -0.035 0.144
O -3.860 0.631 -2.271 -0.114 -0.151 -0.091
H -3.131 1.013 -2.773 0.048 0.020 0.056
H -3.414 0.202 -1.536 0.199 0.217 0.065
O 5.072 -1.657 0.466 0.123 -0.045 0.028
H 4.637 -1.205 -0.267 -0.048 0.058 0.044
H 5.373 -2.493 0.088 0.018 0.025 -0.042
O 1.389 6.711 -2.758 -0.038 -0.189 -0.243
H 1.409 7.470 -3.347 -0.052 0.065 0.055
H 0.752 6.959 -2.080 0.149 -0.010 0.169
O -2.635 -5.169 -0.387 -0.228 -0.137 0.136
H -2.783 -4.719 -1.227 0.144 0.093 0.007
H -2.339 -4.466 0.200 0.222 0.013 -0.101
O -3.787 -2.740 -1.283 -0.011 -0.030 -0.001
H -4.082 -1.828 -1.185 -0.035 0.004 -0.161
H -4.195 -3.199 -0.540 -0.074 0.015 -0.023
O 4.442 0.244 4.216 -0.028 0.028 0.146
H 5.061 0.620 3.583 -0.073 -0.079 -0.128
H 4.985 -0.265 4.825 0.031 -0.024 -0.040
O 3.326 4.880 -3.884 -0.055 0.062 -0.064
H 4.148 5.326 -4.100 0.049 -0.058 0.053
H 2.780 5.547 -3.444 -0.076 -0.065 0.057
O -3.851 -4.133 3.579 -0.263 -0.062 -0.056
H -3.505 -3.257 3.378 -0.036 0.008 0.027
H -4.313 -4.383 2.771 0.192 -0.045 -0.109
O 4.432 -2.179 -2.617 0.105 -0.135 -0.309
H 4.440 -1.964 -3.554 -0.037 0.135 0.026
H 3.526 -1.996 -2.335 -0.157 0.083 0.189
O 0.597 2.564 -2.907 -0.033 0.169 -0.195
H 1.359 3.117 -3.112 0.047 -0.033 -0.002
H -0.034 3.146 -2.470 0.012 -0.107 0.163
O -6.502 -2.657 -1.211 -0.259 -0.048 -0.007
H -7.401 -2.553 -1.535 -0.002 0.014 0.010
H -5.977 -2.915 -1.977 0.111 0.057 0.054
O 6.126 -3.965 -1.299 0.183 -0.015 -0.198
H 5.705 -3.492 -2.038 -0.215 0.059 0.307
H 6.289 -4.855 -1.620 -0.040 -0.030 0.062
O -6.575 -5.639 4.305 -0.029 0.022 -0.069
H -5.747 -5.178 4.123 0.102 0.028 0.196
H -7.193 -4.937 4.525 -0.010 0.002 0.001
O 1.402 9.347 -1.701 -0.073 0.230 -0.026
H 1.020 9.980 -1.086 -0.028 -0.026 0.012
H 2.247 9.732 -1.952 0.051 -0.067 0.052
O -0.752 -2.293 4.292 0.022 -0.050 0.290
H -1.223 -2.784 4.972 0.002 -0.062 -0.045
H -1.377 -2.191 3.570 0.085 0.088 -0.071
```
Positions in Å, forces in eV/Å.


# 4
Computed, not measured: 9 unconnected molecules or ions with the total composition ClH16O8, with ωB97M-V with the def2-TZVPD basis set.

Output
* ΔE to the lowest compared entry with this formula, charge and spin: 0.209 eV
* orbital gap: 0.3825 Ha
* net charge: -1
* strongest force on any atom: 0.32 eV Å⁻¹
* DFT total energy: -29166.4954 eV
* LUMO: 3.142 eV

The geometry in XYZ format:
```
25
Properties=species:S:1:pos:R:3:forces:R:3
Cl -3.024 -17.300 1.729 0.169 -0.166 0.176
O -1.763 -15.835 -0.939 0.101 -0.028 0.267
H -0.864 -16.187 -0.918 -0.129 -0.093 0.006
H -2.188 -16.217 -0.146 0.031 0.126 -0.293
O -0.330 -15.338 2.208 -0.106 0.010 -0.055
H -1.138 -15.869 2.101 0.158 0.068 -0.029
H -0.262 -14.852 1.379 -0.085 -0.060 0.022
O -3.185 -15.143 4.440 -0.099 0.037 -0.141
H -3.093 -15.408 3.510 -0.020 -0.033 0.184
H -3.001 -15.947 4.932 -0.003 -0.010 -0.068
O -0.775 -18.111 4.484 0.047 0.119 -0.222
H -1.378 -17.822 5.175 -0.002 -0.121 -0.030
H -1.176 -17.794 3.658 0.105 -0.006 0.132
O -5.780 -15.447 1.437 -0.065 -0.194 -0.010
H -5.932 -15.399 2.386 0.107 -0.009 -0.041
H -5.140 -16.173 1.337 0.013 0.238 0.079
O -2.621 -20.747 1.432 0.103 0.087 -0.126
H -2.810 -19.794 1.415 -0.088 -0.001 0.075
H -2.566 -20.997 0.504 0.013 0.063 0.060
O -0.270 -18.497 0.255 -0.158 -0.030 -0.095
H -0.150 -19.288 0.791 -0.054 0.098 0.028
H -1.132 -18.145 0.539 0.171 -0.093 0.096
O -3.191 -19.897 4.414 -0.183 0.082 0.124
H -2.412 -20.245 3.965 -0.058 0.097 -0.013
H -3.343 -19.041 3.991 0.030 -0.180 -0.127
```
Positions in Å, forces in eV/Å.